Below is a structure of composition C9H15AlBeBr3ClFLiMgO7P2, with properties calculated with the ωB97M-V functional and the def2-TZVPD basis.

Each line ends with the Löwdin charge.
Positions of all 42 atoms, in Å:
1 C -0.37142 1.72101 -0.92642  -0.268
2 C 0.81812 1.34027 -0.28157  -0.249
3 P 2.29264 0.61267 0.70195  0.732
4 Br 3.98222 0.35718 -0.85867  0.542
5 C 1.79555 -1.12944 1.30021  -0.429
6 C 1.12856 -1.19812 2.79334  -0.223
7 C 0.54598 0.22001 3.37068  -0.241
8 C -0.92130 0.65689 2.69679  -0.303
9 O -1.19935 1.96549 2.56274  -0.056
10 O -1.81682 -0.45736 2.35020  -0.120
11 C -2.81457 -0.08346 1.33639  -0.168
12 C -2.96957 -1.42085 0.34399  -0.090
13 H -1.43977 1.82373 -1.44864  -0.019
14 H 1.12977 -1.69361 0.48621  0.073
15 H 2.80251 -1.76871 1.35186  0.020
16 H 1.91335 -1.59728 3.56504  0.127
17 H 0.25006 -2.00457 2.74273  0.128
18 H 1.32187 1.10883 3.37556  0.116
19 H 0.28944 0.02692 4.52089  -0.127
20 H -2.50202 0.79404 0.62825  0.122
21 H -3.85799 0.07196 1.84556  0.157
22 H -1.89508 -1.88352 0.25886  0.011
23 H -3.27047 -1.01088 -0.71074  0.095
24 H -3.79800 -2.16432 0.70498  0.107
25 Li -1.19936 -2.65364 -1.26600  0.833
26 C 3.22997 -2.98739 -2.74542  -0.514
27 O 2.09839 -2.77462 -2.09080  -0.343
28 H 3.45716 -2.31870 -3.59301  0.094
29 H 4.16847 -2.91358 -2.16993  -0.048
30 H 3.36014 -3.97358 -3.22268  0.057
31 Be 3.39745 -4.55504 -0.78227  0.716
32 Cl 4.27278 -6.89922 -1.42974  -0.279
33 Br 5.25211 -1.96545 0.09083  -0.019
34 F 4.62490 2.40202 0.34331  -0.563
35 Al -0.65054 3.45700 -2.11805  0.774
36 O -5.81673 4.14546 -4.39661  -0.168
37 P -4.66907 4.63307 -3.49721  -0.098
38 O -5.16676 5.78716 -2.61176  -0.131
39 O -3.50495 5.12407 -4.37356  -0.198
40 O -4.18720 3.47545 -2.60738  -0.343
41 Mg -0.25230 1.42684 5.81558  0.550
42 Br 0.17186 6.30328 -2.05551  -0.256

Cartesian forces, eV/Å:
C 4.7 -2.6 2.9
C -6.5 0.4 -3.4
P -1.1 1.3 -0.4
Br -0.3 1.4 1.6
C 0.1 -2.4 -0.7
C -0.5 0.0 0.1
C -1.1 -1.1 -0.3
C -0.2 5.2 -0.3
O 1.2 -8.7 0.7
O 1.8 3.6 -0.3
C -1.1 -1.2 -1.3
C -0.3 1.2 -0.3
H 2.3 -2.3 2.6
H 1.4 1.3 1.7
H -1.9 1.6 -0.4
H -1.4 0.9 -1.6
H 1.9 1.9 0.2
H -1.8 -1.7 -0.3
H 0.6 -0.1 -2.5
H -0.5 -1.5 2.0
H 2.2 0.0 -1.0
H -1.7 0.6 0.7
H 0.4 -0.8 1.8
H 2.0 1.2 -0.6
Li 0.4 0.1 -0.3
C 2.8 -0.9 -2.0
O -1.7 -1.2 3.2
H -0.3 0.3 0.0
H 0.2 0.3 0.5
H -0.5 -0.5 -0.2
Be 0.8 -0.3 -2.3
Cl -1.3 3.2 1.0
Br -0.6 -1.6 -0.1
F -0.7 -1.1 -1.0
Al 1.2 4.8 -1.2
O 0.2 0.5 0.8
P 0.3 -0.7 0.2
O 0.1 -0.3 -1.1
O -0.4 0.1 0.7
O 0.5 -0.1 -0.3
Mg -0.4 0.9 1.2
Br -0.5 -2.1 0.0

Highest occupied orbital energy ... -7.646 eV
Lowest unoccupied orbital energy ... -5.628 eV

***

Below is an isolated molecule of C4H11N3O, with properties calculated with the ωB97M-V functional and the def2-TZVPD basis.

Each line ends with the Löwdin charge.
Positions of all 19 atoms, in Å:
1 C 0.85842 1.23556 0.02526  -0.187
2 C 0.94213 -1.72570 0.27096  -0.050
3 N 0.69178 1.19998 1.48193  -0.114
4 C -0.22146 0.35007 -0.54046  -0.325
5 C -0.24988 -0.97023 -0.24764  -0.349
6 N -1.30585 1.05055 -1.09782  0.088
7 N -1.34135 -1.78329 -0.63254  0.068
8 O -0.27091 2.17625 1.89011  -0.077
9 H -1.11816 1.76172 1.67546  0.085
10 H 1.64896 1.39833 1.88447  0.134
11 H -1.04148 1.87106 -1.62634  0.082
12 H -1.99461 0.46590 -1.54975  0.063
13 H -1.16410 -2.77787 -0.62627  0.072
14 H -1.77146 -1.54973 -1.51784  0.067
15 H 1.84908 0.83189 -0.20373  0.115
16 H 0.78466 2.24185 -0.41280  0.116
17 H 0.60438 -2.65175 0.73237  0.073
18 H 1.64028 -1.98692 -0.52727  0.083
19 H 1.45956 -1.13767 1.02190  0.059

Cartesian forces, eV/Å:
C -0.4 -0.6 -0.1
C -0.3 0.3 0.3
N 1.7 0.0 0.1
C 0.1 -0.8 0.4
C 0.3 0.5 -1.4
N -0.3 -0.1 0.1
N -0.4 -0.1 -0.1
O 0.6 0.2 0.0
H 0.2 -0.2 0.1
H -1.9 0.6 0.0
H -0.2 -0.2 -0.1
H 0.0 0.3 -0.1
H 0.2 0.2 0.1
H 0.0 0.1 0.0
H 0.0 0.1 0.1
H 0.1 0.0 0.3
H 0.1 -0.1 0.2
H 0.0 0.0 -0.1
H 0.1 -0.1 0.1

Highest occupied orbital energy ... -6.981 eV
Lowest unoccupied orbital energy ... 0.961 eV
Energy relative to the best compared isomer or geometry (same formula, charge and spin) ... 77.64 kcal per mole

***

Below is a cluster of 2 separate species, C18H36BN2O4 in total, with properties calculated with the ωB97M-V functional and the def2-TZVPD basis.

Each line ends with the Löwdin charge.
Positions of all 61 atoms, in Å:
1 C 3.39311 -3.65736 0.19260  -0.159
2 C 3.44035 -2.61757 -1.11558  -0.238
3 C 3.41766 -1.10393 -0.47733  -0.244
4 C 3.43884 0.11078 -1.58001  -0.218
5 C 2.68004 1.49726 -1.03435  -0.203
6 C 3.46837 1.99252 0.31511  -0.236
7 C 2.80933 3.29543 1.06252  -0.231
8 C 1.18552 3.21946 1.28284  -0.226
9 C 0.70077 2.23689 2.50867  -0.203
10 C 0.83040 0.62543 2.16657  -0.204
11 C -0.57786 -0.21661 2.43583  -0.192
12 C -1.48355 -0.39179 1.04135  -0.130
13 C -3.02195 -0.65647 1.54071  -0.164
14 C -3.26130 -2.29496 1.76830  -0.196
15 O -2.55713 -3.14960 2.54259  -0.046
16 N -4.48424 -2.79126 0.97057  -0.018
17 C -4.74918 -1.80838 -0.16072  -0.169
18 C -4.28363 -0.39566 0.52896  -0.190
19 B -4.22587 0.80969 -0.58700  -0.419
20 N -4.68006 2.24401 -0.22196  0.060
21 O -3.79373 0.63094 -2.01134  0.007
22 H 3.61019 -3.05846 1.19727  0.066
23 H 2.36459 -4.21173 0.27086  0.067
24 H 4.25885 -4.43938 0.06444  0.055
25 H 4.35479 -2.82265 -1.81871  0.103
26 H 2.44391 -2.75205 -1.74389  0.099
27 H 4.29911 -0.89279 0.28578  0.102
28 H 2.41109 -1.01124 0.13696  0.102
29 H 3.02968 -0.24099 -2.62319  0.100
30 H 4.57978 0.41165 -1.73346  0.102
31 H 1.52309 1.35433 -0.91273  0.088
32 H 2.82056 2.29376 -1.91211  0.122
33 H 3.62820 1.16794 1.13076  0.095
34 H 4.56043 2.32023 -0.03329  0.116
35 H 3.12238 4.26715 0.44556  0.108
36 H 3.38001 3.40583 2.10485  0.109
37 H 0.82297 4.31828 1.57250  0.105
38 H 0.66389 2.98801 0.24681  0.108
39 H -0.46330 2.44638 2.66754  0.108
40 H 1.25219 2.42681 3.52347  0.106
41 H 1.09202 0.47454 1.03601  0.079
42 H 1.64704 0.08519 2.83895  0.116
43 H -1.21479 0.23184 3.32037  0.106
44 H -0.25589 -1.32773 2.72441  0.117
45 H -1.09552 -1.36869 0.50033  0.141
46 H -1.34650 0.49899 0.29419  0.123
47 H -3.26034 -0.02152 2.49471  0.147
48 H -5.36216 -2.79231 1.54023  0.117
49 H -5.79776 -1.79123 -0.68180  0.138
50 H -3.88793 -1.97227 -0.96598  0.143
51 H -5.15456 -0.03512 1.26147  0.143
52 H -5.63230 2.30924 -0.69214  0.073
53 H -4.09169 2.95158 -0.73739  0.071
54 H -4.46353 1.15102 -2.57862  0.117
55 C -0.92562 -0.46009 -3.40964  -0.063
56 C 0.56242 -0.70307 -3.59337  -0.760
57 O 1.00838 -0.46774 -4.75069  -0.096
58 O 1.16378 -1.11080 -2.56040  -0.120
59 H -1.38920 -0.10930 -4.33668  0.058
60 H -1.41867 -1.38850 -3.10636  0.061
61 H -1.08544 0.29614 -2.63540  0.046

Cartesian forces, eV/Å:
C 0.8 0.2 -0.4
C -1.0 0.2 1.0
C -0.5 0.6 -0.4
C 0.8 0.4 0.0
C 1.0 -0.6 -0.7
C 0.3 0.8 -0.1
C 0.7 0.1 0.0
C 0.3 1.1 0.5
C -0.9 -0.7 -0.6
C -0.6 -0.5 0.2
C 0.8 -0.8 -0.7
C 0.2 -0.7 0.9
C -0.6 -1.0 -1.1
C 1.6 -3.5 3.6
O -4.5 5.7 -5.0
N 0.4 1.3 0.3
C 3.1 1.3 0.1
C -1.4 0.9 -0.1
B 0.9 0.9 -1.7
N -0.4 -0.9 -1.6
O -2.8 0.6 2.1
H -0.6 -1.3 -2.1
H 2.0 1.1 -0.1
H -1.8 1.3 0.4
H -1.6 0.5 1.5
H 2.3 0.5 1.2
H -1.7 -0.8 -1.5
H 2.0 -0.3 -1.2
H 0.6 0.7 2.4
H -2.2 -0.5 0.3
H 2.3 0.0 -0.1
H -0.3 -1.5 2.0
H -0.6 1.3 -1.8
H -2.2 -0.8 0.8
H -1.0 -2.0 1.2
H -1.4 -0.2 -2.0
H 0.8 -2.3 -0.6
H 1.0 0.2 2.3
H 2.5 -0.3 -0.2
H -1.0 0.0 -2.0
H -0.3 0.3 2.2
H -1.5 1.4 -1.5
H 1.3 -0.8 -1.8
H -0.9 2.5 -0.4
H -0.7 2.2 0.9
H -0.5 -1.5 1.5
H 0.7 -1.6 -1.6
H 1.4 -0.3 -0.1
H 2.0 -0.3 1.4
H -2.2 0.0 1.4
H 1.6 -0.8 -1.5
H 1.2 0.2 1.0
H -0.8 -1.1 0.5
H 1.9 -0.9 1.3
C -0.6 0.2 -0.1
C 0.2 0.0 -0.6
O 0.3 -0.3 0.9
O -0.3 -0.1 -0.6
H 0.1 0.0 0.1
H 0.0 0.1 0.1
H -0.1 -0.2 0.1

Charge ... -1
Highest occupied orbital energy ... -4.347 eV
Lowest unoccupied orbital energy ... 1.801 eV